No. 1
Here is C30H32BiN9 as an isolated structure at a distorted geometry from the OMol25 dataset. Energies are from ωB97M-V with the def2-TZVPD basis set.

Structure (XYZ):
```
72
Properties=species:S:1:pos:R:3:mulliken_charge:R:1
Bi 0.322 -0.489 0.661 1.93
C -3.385 2.932 -3.450 -1.51
C -2.091 2.605 -2.703 0.50
C -1.070 1.968 -3.383 -0.69
C 0.015 1.414 -2.676 -0.67
C 0.127 1.700 -1.271 -0.54
N 1.262 1.303 -0.593 -0.52
C 2.145 2.212 -0.148 1.09
C 2.208 3.425 -0.895 -0.45
C 2.895 4.492 -0.400 -0.85
C 3.715 4.441 0.768 0.36
C 4.602 5.509 1.225 -1.39
C 3.649 3.250 1.516 -1.41
C 2.992 2.143 1.014 0.86
N 3.140 0.937 1.737 0.71
C 3.812 0.786 2.910 0.15
C 3.764 -0.563 3.257 -1.15
C 3.085 -1.205 2.204 -0.03
N 2.636 -0.284 1.266 -1.00
C -1.024 2.210 -0.560 1.54
C -2.112 2.648 -1.308 -0.69
N -1.267 2.123 0.890 0.59
C -2.223 2.767 1.629 0.04
C -1.996 2.508 2.983 -1.06
C -0.892 1.653 3.023 -0.41
N -0.419 1.396 1.739 -0.59
H -3.795 2.057 -3.991 0.33
H -3.368 3.754 -4.150 0.39
H -4.203 3.179 -2.733 0.36
H -1.104 1.926 -4.475 0.49
H 0.858 0.887 -3.191 0.42
H 1.671 3.506 -1.866 0.43
H 2.698 5.509 -0.775 0.40
H 5.473 5.091 1.770 0.38
H 4.208 6.286 1.845 0.30
H 5.064 5.966 0.377 0.41
H 4.246 3.129 2.398 0.19
H 4.456 1.531 3.341 0.43
H 4.055 -1.019 4.166 0.49
H 2.900 -2.247 2.089 0.45
H -3.006 2.885 -0.768 0.22
H -3.012 3.382 1.190 0.45
H -2.698 2.638 3.744 0.44
H -0.341 1.287 3.843 0.52
N -2.909 -3.051 0.480 -0.23
C -3.184 -2.848 -0.851 0.27
C -3.544 -3.830 -1.802 -0.50
C -3.515 -3.510 -3.127 -0.54
N -3.010 -2.357 -3.540 -0.57
C -2.791 -1.376 -2.671 -0.81
C -2.975 -1.569 -1.311 -0.26
H -3.328 -3.800 0.962 0.31
H -2.844 -2.204 1.039 0.12
H -3.895 -4.796 -1.456 0.45
H -3.773 -4.152 -3.991 0.43
H -2.331 -0.538 -3.146 0.77
H -2.763 -0.832 -0.594 0.59
C 0.866 -5.024 -1.858 -1.28
C 0.622 -4.506 -0.453 0.37
C -0.260 -5.050 0.520 -0.45
C -0.198 -4.122 1.679 0.35
N 0.668 -3.119 1.406 -0.56
N 1.239 -3.434 0.146 0.24
C -0.883 -4.270 2.940 -1.18
H 1.010 -4.140 -2.499 0.35
H 0.030 -5.630 -2.238 0.33
H 1.806 -5.588 -1.913 0.34
H -1.057 -5.847 0.373 0.40
H 2.144 -3.128 -0.131 0.23
H -0.348 -5.036 3.575 0.31
H -1.913 -4.590 2.762 0.34
H -0.859 -3.279 3.450 0.29
```

Computed properties:
lowest unoccupied orbital energy: -7.69 eV
charge: +2
gap between HOMO and LUMO: 4.93 eV
maximum force: 4.718 eV/A

No. 2
Here is C27H34N7PSSiTc as an isolated structure from the OMol25 dataset. Energies are from ωB97M-V with the def2-TZVPD basis set.

Structure (XYZ):
```
72
Properties=species:S:1:pos:R:3:mulliken_spin:R:1
Tc 0.304 0.314 -0.015 2.96
C -1.053 -2.396 4.849 0.00
N -0.713 -2.239 3.435 0.00
C -0.723 -3.244 2.507 0.00
C -0.414 -2.671 1.308 0.01
N -0.218 -1.333 1.498 -0.02
C -0.406 -1.092 2.789 0.01
P -0.277 0.560 3.544 -0.01
C 1.349 0.989 2.833 0.04
N 1.691 0.922 1.547 -0.05
C 3.003 1.310 1.459 0.02
C 3.450 1.620 2.707 0.00
N 2.402 1.413 3.561 0.01
C 2.437 1.628 5.010 0.00
C -1.325 1.428 2.332 0.03
N -1.207 1.408 1.000 -0.07
C -2.263 2.113 0.484 0.04
C -3.020 2.568 1.519 -0.01
N -2.421 2.134 2.670 0.01
C -2.918 2.388 4.024 0.00
H -0.847 -3.421 5.144 0.00
H -2.108 -2.182 5.012 0.00
H -0.446 -1.729 5.454 0.00
H -0.948 -4.262 2.774 0.00
H -0.333 -3.131 0.337 0.00
H 3.530 1.362 0.522 0.00
H 4.410 1.964 3.052 0.00
H 3.414 2.024 5.272 0.00
H 2.284 0.689 5.536 0.00
H 1.675 2.346 5.302 0.00
H -2.389 2.271 -0.574 0.00
H -3.916 3.164 1.530 0.00
H -3.723 3.113 3.961 0.00
H -2.125 2.796 4.645 0.00
H -3.301 1.471 4.467 0.00
C -0.812 -1.782 -5.186 0.00
Si -0.166 -3.202 -4.166 0.00
C -1.525 -4.059 -3.218 0.00
C 0.808 -4.395 -5.209 0.00
C 1.051 -2.509 -2.854 -0.01
C 2.362 -2.970 -2.739 0.02
C 3.240 -2.490 -1.766 0.00
C 2.800 -1.520 -0.900 0.03
N 1.549 -1.048 -0.999 -0.01
C 0.701 -1.526 -1.932 0.05
S -0.859 -0.707 -1.763 0.05
H -1.345 -2.177 -6.054 0.00
H -0.005 -1.149 -5.561 0.00
H -1.512 -1.156 -4.631 0.00
H -2.255 -4.489 -3.908 0.00
H -2.062 -3.367 -2.566 0.00
H -1.130 -4.875 -2.608 0.00
H 0.154 -4.809 -5.980 0.00
H 1.194 -5.237 -4.629 0.00
H 1.644 -3.916 -5.723 0.00
H 2.716 -3.731 -3.424 0.00
H 4.250 -2.866 -1.692 0.00
H 3.423 -1.106 -0.119 0.00
C 1.062 1.879 -1.196 -0.13
C 0.057 2.945 -1.499 0.03
C -0.827 2.820 -2.572 0.00
C -1.773 3.803 -2.826 0.00
C -1.852 4.925 -2.011 0.00
C -0.964 5.068 -0.952 0.00
C -0.019 4.086 -0.699 -0.01
H 1.439 1.429 -2.119 -0.01
H 1.913 2.321 -0.675 0.01
H -0.768 1.953 -3.219 0.00
H -2.442 3.697 -3.670 0.00
H -2.584 5.694 -2.216 0.00
H -0.999 5.954 -0.332 0.00
H 0.680 4.212 0.122 0.00
```

Computed properties:
lowest unoccupied orbital energy (spin up / spin down): -5.26 / -6.86 eV
charge: +2
gap between HOMO and LUMO (spin up / spin down): 8.07 / 6.38 eV
expectation value of S²: 3.782
spin multiplicity: 4
maximum force: 0.304 eV/A

No. 3
Here is a 6-piece molecular cluster, C30H24F48O6 overall at a distorted geometry from the OMol25 dataset. Energies are from ωB97M-V with the def2-TZVPD basis set.

Structure (XYZ):
```
108
Properties=species:S:1:pos:R:3:mulliken_charge:R:1
F -13.588 6.370 3.825 -0.27
C -13.323 5.691 2.745 0.13
F -12.295 6.282 2.219 -0.23
C -13.090 4.118 3.016 0.94
F -13.477 3.563 1.839 -0.31
F -13.865 3.702 3.932 -0.27
C -11.588 3.785 3.345 -0.87
O -10.523 4.152 2.482 -0.30
C -9.508 3.243 2.330 0.84
F -8.656 3.277 3.315 -0.29
F -9.776 1.892 2.284 -0.30
C -8.689 3.599 1.003 0.22
F -7.722 2.750 0.719 -0.24
F -9.516 3.861 -0.084 -0.25
H -14.192 5.767 2.092 0.24
H -11.490 2.751 3.673 0.44
H -11.344 4.341 4.251 0.32
H -8.208 4.563 1.173 0.19
F 5.123 5.315 -7.361 -0.27
C 6.303 5.572 -7.696 0.19
F 6.710 6.671 -7.117 -0.27
C 7.188 4.402 -7.261 0.89
F 6.970 3.358 -8.066 -0.29
F 6.914 4.051 -5.998 -0.31
C 8.716 4.925 -7.333 -0.84
O 9.024 5.586 -8.653 -0.39
C 10.309 6.227 -8.825 0.92
F 10.280 7.344 -8.120 -0.27
F 11.220 5.464 -8.185 -0.30
C 10.614 6.482 -10.329 0.12
F 11.041 5.445 -10.985 -0.24
F 9.640 7.127 -10.869 -0.23
H 6.250 5.691 -8.779 0.28
H 9.432 4.109 -7.235 0.40
H 8.918 5.654 -6.548 0.38
H 11.432 7.194 -10.437 0.22
F 9.122 3.426 3.831 -0.28
C 9.869 4.042 4.845 0.11
F 8.930 4.188 5.808 -0.23
C 11.175 3.370 5.236 0.94
F 11.903 4.007 6.194 -0.29
F 12.068 3.531 4.268 -0.30
C 11.053 1.903 5.626 -0.90
O 10.271 1.702 6.821 -0.43
C 9.247 0.695 6.566 0.93
F 8.581 1.126 5.506 -0.25
F 9.846 -0.482 6.273 -0.28
C 8.312 0.608 7.780 0.15
F 7.477 -0.374 7.681 -0.23
F 9.047 0.429 9.030 -0.28
H 10.066 5.003 4.371 0.26
H 12.005 1.483 5.949 0.41
H 10.658 1.319 4.795 0.44
H 7.746 1.539 7.791 0.24
F -1.927 0.023 -3.949 -0.26
C -0.843 0.577 -3.408 -0.04
F -0.955 1.859 -3.065 -0.26
C 0.074 -0.313 -2.495 1.13
F 0.789 -1.187 -3.358 -0.31
F -0.829 -0.984 -1.774 -0.29
C 1.057 0.402 -1.645 -0.70
O 1.638 -0.649 -1.013 -0.32
C 2.843 -0.544 -0.268 0.83
F 3.937 -0.387 -1.081 -0.30
F 2.798 0.562 0.487 -0.28
C 3.019 -1.906 0.408 0.19
F 2.475 -2.825 -0.374 -0.22
F 4.248 -2.268 0.886 -0.25
H -0.336 0.750 -4.357 0.22
H 0.433 1.027 -1.007 0.30
H 1.730 0.955 -2.301 0.37
H 2.408 -2.055 1.299 0.19
F -2.225 -3.882 8.150 -0.27
C -2.038 -4.682 7.067 0.09
F -0.960 -4.317 6.474 -0.25
C -1.969 -6.184 7.452 0.92
F -2.149 -6.684 6.226 -0.30
F -3.047 -6.571 8.119 -0.28
C -0.611 -6.560 8.214 -0.83
O -0.113 -5.757 9.288 -0.35
C -0.588 -6.073 10.626 0.86
F -1.792 -5.520 10.875 -0.26
F -0.791 -7.386 10.684 -0.29
C 0.509 -5.691 11.668 0.18
F 0.639 -4.307 11.699 -0.25
F 0.266 -6.172 12.882 -0.24
H -2.940 -4.449 6.500 0.28
H 0.149 -6.455 7.440 0.39
H -0.678 -7.620 8.455 0.39
H 1.460 -6.101 11.330 0.21
F -9.121 -7.760 -5.118 -0.27
C -8.682 -6.695 -5.836 0.18
F -9.416 -5.509 -5.528 -0.26
C -7.079 -6.543 -6.051 0.92
F -6.557 -7.777 -6.221 -0.29
F -6.762 -6.134 -4.862 -0.30
C -6.600 -5.533 -7.103 -0.80
O -7.591 -5.517 -8.090 -0.39
C -7.271 -4.697 -9.244 0.83
F -6.670 -3.561 -8.840 -0.28
F -6.411 -5.423 -9.940 -0.28
C -8.441 -4.502 -10.099 0.26
F -9.298 -3.821 -9.317 -0.21
F -8.285 -4.150 -11.454 -0.26
H -9.210 -7.091 -6.704 0.17
H -5.608 -5.733 -7.509 0.43
H -6.364 -4.553 -6.687 0.40
H -8.926 -5.464 -10.262 0.17
```

Computed properties:
lowest unoccupied orbital energy: 0.53 eV
structure (SMILES): FC(F)C(F)(F)COC(F)(F)C(F)F.FC(F)C(F)(F)COC(F)(F)C(F)F.FC(F)C(F)(F)COC(F)(F)C(F)F.FC(F)C(F)(F)COC(F)(F)C(F)F.FC(F)C(F)(F)COC(F)(F)C(F)F.FC(F)C(F)(F)COC(F)(F)C(F)F
gap between HOMO and LUMO: 11.93 eV
maximum force: 6.188 eV/A
energy above the lowest of the compared OMol25 structures with the same formula, charge and spin: 694.2 kJ/mol

No. 4
Here is a 2-piece molecular cluster, C3H5N3OS overall at a distorted geometry from the OMol25 dataset. Energies are from ωB97M-V with the def2-TZVPD basis set.

Structure (XYZ):
```
13
Properties=species:S:1:pos:R:3:mulliken_charge:R:1
C -0.492 1.679 0.803 -0.27
C -1.060 0.990 1.816 -0.39
C 0.069 -0.329 0.136 0.25
N 0.250 0.888 -0.101 -0.33
N 1.522 -0.892 -2.115 -0.39
N 1.101 -1.626 -1.105 -0.32
O -2.104 -1.332 1.544 -0.54
S -0.791 -0.768 1.708 0.30
H -0.475 2.639 0.463 0.51
H -1.775 1.461 2.546 0.34
H 2.465 -0.662 -1.790 0.28
H 1.040 -0.030 -2.392 0.28
H 0.251 -2.017 -1.513 0.28
```

Computed properties:
lowest unoccupied orbital energy: -0.44 eV
gap between HOMO and LUMO: 8.26 eV
maximum force: 4.638 eV/A
energy above the lowest of the compared OMol25 structures with the same formula, charge and spin: 629.7 kJ/mol

No. 5
Here is a 2-piece molecular cluster, C9H21NSi overall at a distorted geometry from the OMol25 dataset. Energies are from ωB97M-V with the def2-TZVPD basis set.

Structure (XYZ):
```
32
Properties=species:S:1:pos:R:3:mulliken_charge:R:1
C -4.198 0.248 -1.447 -0.58
C -2.864 0.235 -1.623 -0.32
Si -1.550 -0.234 -0.333 0.05
C -0.411 1.224 -0.385 -0.40
C -1.122 2.484 0.200 -0.40
C -1.315 2.135 1.689 -1.29
N -1.126 -1.367 0.734 -0.22
C -1.431 -2.705 1.059 -0.78
H -4.943 0.615 -2.173 0.25
H -4.823 0.002 -0.528 0.20
H -2.557 0.461 -2.564 0.43
H 0.563 1.254 0.209 0.25
H -0.091 1.585 -1.458 0.29
H -2.223 2.677 -0.278 0.23
H -0.471 3.315 0.120 0.38
H -0.545 1.581 2.170 0.38
H -1.488 2.978 2.493 0.28
H -2.122 1.552 1.857 0.44
H -0.582 -3.242 1.417 0.28
H -2.233 -2.701 1.959 0.22
H -1.645 -3.411 0.190 0.28
C 3.808 -0.875 -1.665 -0.98
C 3.545 -0.328 -0.210 -0.36
C 2.843 -1.193 0.841 -0.84
H 4.513 -1.587 -1.599 0.36
H 2.815 -1.299 -1.992 0.23
H 4.225 0.036 -2.100 0.29
H 4.367 0.122 0.311 0.43
H 2.962 0.580 -0.282 0.18
H 1.962 -1.548 0.554 0.22
H 2.560 -0.502 1.741 0.23
H 3.575 -2.094 1.096 0.28
```

Computed properties:
lowest unoccupied orbital energy: 0.30 eV
structure (SMILES): C=C/[Si](CCC)=N\C.CCC
gap between HOMO and LUMO: 8.81 eV
maximum force: 5.277 eV/A
energy above the lowest of the compared OMol25 structures with the same formula, charge and spin: 478.5 kJ/mol